# 1
Formula: CH3O2S
Source: the OMol25 dataset
Level of theory: ωB97M-V/def2-TZVPD

Element x y z (Å)
C -0.874 -0.021 -0.920
S 0.649 0.005 0.201
O 1.573 -1.191 0.077
O 1.339 1.267 0.037
H -1.346 1.007 -0.735
H -1.416 -0.886 -0.396
H 0.076 -0.181 1.737

As for the spin multiplicity: 1. Its charge is -1. The SMILES is C=[S@@H](=O)[O-]. The value obtained for the total energy is -16013.8310 eV.

---

# 2
Formula: CH3O2S
Source: the OMol25 dataset
Level of theory: ωB97M-V/def2-TZVPD

Element x y z (Å)
S 0.378 -2.254 -0.499
H 0.078 -2.021 -1.779
O -1.030 2.430 0.902
C -0.488 1.475 0.291
O 0.739 1.236 0.163
H -1.233 0.784 -0.178
H 0.704 -1.013 -0.083

As for the spin multiplicity: 1. Its charge is -1. The value obtained for the total energy is -16017.2219 eV.

---

# 3
Formula: CH3O2S
Source: the OMol25 dataset
Level of theory: ωB97M-V/def2-TZVPD

Element x y z (Å)
C -0.799 0.029 0.904
S 0.553 -0.024 -0.137
O 1.286 1.240 -0.002
O 1.338 -1.254 -0.021
H -1.363 -0.961 0.508
H -1.281 0.986 0.482
H 0.267 -0.016 -1.734

As for the spin multiplicity: 1. Its charge is -1. The SMILES is C=[S@@H](=O)[O-]. The value obtained for the total energy is -16014.2918 eV.

---

# 4
Formula: CH3O2S2
Source: the OMol25 dataset
Level of theory: ωB97M-V/def2-TZVPD

Element x y z (Å)
C 0.574 -0.683 -0.036
O -2.041 -0.481 -0.870
O -1.220 1.350 0.478
S 1.529 0.855 -0.294
S -1.298 -0.124 0.370
H 0.782 -1.354 -0.802
H 1.030 -1.373 1.113
H 0.644 1.810 0.041

As for the spin multiplicity: 1. Its charge is -1. The value obtained for the total energy is -26850.7733 eV.

---

Which relative energy (zero: lowest compared OMol25 entry of this formula, charge and spin) belongs to each record? In order, 381.1 53.9 336.6 204.8 kJ/mol.
Which strongest force on any atom belongs to each record? In order, 3.09 1.34 3.15 5.27 eV Å⁻¹.